# 1
DFT (wB97M-V/def2-TZVPD) results for a molecular structure, C18H18F6NO6S4Tc.

CARTESIAN COORDINATES (ANGSTROEM)
Tc 0.0140 0.0424 -0.0346
F 1.9700 2.7613 3.4681
C 2.1192 1.5431 3.0422
F 3.3032 1.0572 3.2840
F 1.1645 0.7469 3.4797
S 1.9592 1.6064 1.1526
O 1.9549 0.1579 0.6761
O 2.8760 2.5005 0.5759
N 0.3534 1.8578 0.9056
S -0.6198 2.6883 -0.1102
O -1.4420 1.4922 -0.5315
O -1.2326 3.8569 0.3471
C 0.4165 2.9149 -1.6499
F 0.9755 1.6576 -1.8006
F -0.3581 3.1624 -2.6592
F 1.3486 3.7938 -1.4901
O -0.8986 -0.6730 1.4349
S -0.8899 -1.9418 2.4502
C -1.8930 -3.1870 1.6131
C -1.6219 -3.5133 0.1485
C -2.4357 -2.6543 -0.8261
C -1.9890 -2.8572 -2.2699
S -0.5502 -1.8629 -2.7911
O 0.0527 -1.3109 -1.3973
C -1.2360 -0.4935 -3.6218
C -0.4879 -0.0536 -4.7177
C -0.9826 0.9901 -5.4841
C -2.1993 1.5718 -5.1532
C -2.9351 1.1270 -4.0537
C -2.4620 0.0863 -3.2794
C 0.7426 -2.5330 2.5725
C 1.1638 -2.6471 3.9011
C 2.4162 -3.1843 4.1605
C 3.2325 -3.5691 3.1077
C 2.8132 -3.4221 1.7839
C 1.5615 -2.9135 1.5032
H -2.9181 -2.8467 1.7812
H -1.7320 -4.0467 2.2731
H -1.8982 -4.5587 -0.0004
H -0.5570 -3.4619 -0.0715
H -2.4188 -1.5956 -0.5538
H -3.4854 -2.9509 -0.7728
H -2.7614 -2.6062 -2.9961
H -1.6824 -3.8884 -2.4521
H 0.4448 -0.5375 -4.9824
H -0.4301 1.3311 -6.3489
H -2.5931 2.3718 -5.7668
H -3.8900 1.5799 -3.8228
H -3.0511 -0.2776 -2.4466
H 0.5206 -2.3369 4.7161
H 2.7501 -3.2970 5.1829
H 4.2096 -3.9865 3.3128
H 3.4668 -3.7198 0.9752
H 1.2488 -2.8083 0.4725

Forces on the atoms, in the same order (eV/Å):
0.0529 0.1017 0.0090
-0.0122 0.0061 0.0055
-0.0012 0.0093 -0.0302
0.0024 -0.0076 0.0071
-0.0068 -0.0122 0.0041
0.0096 -0.0298 -0.0277
-0.0270 0.0666 0.0051
0.0136 0.0044 0.0082
0.0156 -0.0120 0.0332
0.0015 -0.0125 -0.0023
0.0241 -0.0406 0.0078
0.0022 0.0035 0.0106
0.0325 -0.0214 -0.0052
-0.0358 0.0132 0.0077
-0.0227 -0.0086 -0.0254
0.0125 -0.0003 0.0202
-0.0593 -0.0019 -0.0015
0.0417 -0.0198 -0.0693
0.0017 0.0062 -0.0086
0.0028 0.0421 0.0105
0.0099 -0.0360 0.0089
-0.0352 0.0037 0.0037
0.0506 0.0975 0.0119
-0.0694 -0.1197 -0.0438
0.0670 -0.0315 -0.0124
-0.0054 -0.0223 0.0146
-0.0092 0.0315 -0.0077
0.0278 0.0011 -0.0246
-0.0117 -0.0165 0.0335
-0.0280 0.0234 0.0049
-0.0489 0.0088 0.0425
0.0105 0.0039 -0.0084
0.0103 0.0011 0.0093
-0.0026 0.0043 0.0124
-0.0074 -0.0019 -0.0130
0.0161 0.0053 -0.0254
0.0017 -0.0041 0.0109
0.0151 0.0012 -0.0034
-0.0086 -0.0069 0.0109
-0.0073 -0.0135 0.0045
-0.0024 -0.0055 0.0031
-0.0024 0.0062 -0.0058
-0.0104 -0.0060 0.0107
0.0079 0.0024 0.0006
-0.0042 -0.0034 0.0010
-0.0036 -0.0008 -0.0030
-0.0010 -0.0005 -0.0024
0.0006 0.0009 0.0013
-0.0045 -0.0006 -0.0012
-0.0025 -0.0007 -0.0022
-0.0009 -0.0025 -0.0006
0.0012 0.0005 -0.0015
0.0013 0.0001 0.0018
-0.0022 -0.0062 0.0100

Results
- Frontier orbital gap (alpha / beta): 6.33 / 6.36 eV
- Multiplicity: 4
- Net charge: +3
- ΔE to the lowest compared entry with this formula, charge and spin: 0.000 eV
- Electronic energy: -94544.6021 eV
- LUMO energy (alpha / beta): -11.97 / -11.94 eV



# 2
DFT (wB97M-V/def2-TZVPD) results for a molecular structure, C18H18FIN2Tc at a distorted geometry.

CARTESIAN COORDINATES (ANGSTROEM)
C -5.7382 -2.2133 0.4912
C -5.8269 -2.3233 -1.0340
H -5.4772 -3.1762 0.9437
H -6.6928 -1.8915 0.9217
H -4.9758 -1.4866 0.7926
H -4.8379 -2.4795 -1.4785
H -6.4628 -3.1632 -1.3347
H -6.2489 -1.4130 -1.4734
C 1.2215 -1.0805 2.6506
C 2.3812 -1.4110 3.3421
C 3.5723 -1.5483 2.6310
C 3.5600 -1.3500 1.2553
H 0.2591 -0.9577 3.1418
H 2.3435 -1.5565 4.4166
H 4.4972 -1.8054 3.1378
H 4.4758 -1.4521 0.6845
N 1.2055 -0.8881 1.3216
C 2.3596 -1.0190 0.6178
C 2.2472 -0.7902 -0.8313
N 1.0010 -0.4762 -1.2945
C 0.8378 -0.2561 -2.6132
C 3.1568 -0.6535 -3.0641
C 1.8803 -0.3337 -3.5253
H -0.1713 -0.0107 -2.9241
H 1.6867 -0.1455 -4.5758
C 3.3340 -0.8821 -1.7056
H 4.3161 -1.1321 -1.3215
H 3.9970 -0.7232 -3.7475
Tc -0.4962 -0.3785 0.1276
I -2.2586 -0.2905 2.0124
F 0.4359 5.8566 0.2632
C 0.2436 4.5146 0.2451
C -0.8959 3.9644 0.8204
C -1.0994 2.5814 0.7989
C -0.1658 1.7037 0.1988
C 0.9817 2.2980 -0.3828
C 1.1817 3.6817 -0.3552
H -1.6339 4.6106 1.2792
H -2.0136 2.2404 1.2368
H 1.7511 1.7287 -0.8622
H 2.0687 4.1074 -0.8069

Forces on the atoms, in the same order (eV/Å):
-0.0568 -0.0565 -0.0497
-0.0522 0.0336 0.0669
-0.0296 0.1532 -0.0548
0.1774 -0.0863 -0.0647
-0.1302 -0.0429 -0.0182
-0.1073 -0.0459 0.0166
0.1193 0.1829 0.0422
0.0706 -0.1430 0.0529
-0.2336 -0.0031 0.2660
0.0531 0.0347 -0.2857
-0.3703 0.0599 0.1028
-0.4753 0.1493 -0.2999
0.3310 -0.0734 0.0062
-0.0344 0.0220 -0.1671
-0.1303 0.0283 -0.0554
-0.1504 0.0012 0.1020
-0.3242 0.1558 -0.9262
0.4537 -0.1568 0.5100
0.1118 -0.0347 -0.8426
0.9486 -0.4667 -0.6876
0.2038 -0.0888 0.0035
-0.3854 0.0789 0.0499
0.0104 0.0089 0.0771
0.0561 -0.0086 -0.0572
0.0250 -0.0390 0.1366
-0.2404 0.0316 0.3765
-0.1341 0.0294 -0.0982
-0.1149 0.0025 0.0741
1.1577 0.8797 1.7713
-0.6098 -0.4230 0.2134
-0.2321 -1.6868 -0.0121
0.3176 0.9475 -0.1629
0.8207 2.1983 -0.0901
0.7888 -1.6237 -0.6806
0.0902 -0.5068 -0.3744
-1.5749 -1.3789 0.8269
-0.2257 2.2735 0.3620
0.0151 0.0872 0.0152
-0.2998 -0.2893 -0.0551
0.1570 -0.3196 -0.1017
0.0037 0.1153 0.0119

Results
- Frontier orbital gap (alpha / beta): 7.19 / 3.24 eV
- Multiplicity: 4
- Net charge: +2
- ΔE to the lowest compared entry with this formula, charge and spin: 1.479 eV
- Electronic energy: -34936.4681 eV
- LUMO energy (alpha / beta): -7.68 / -11.33 eV



# 3
DFT (wB97M-V/def2-TZVPD) results for C18H18FNO3S in the gas phase at a distorted geometry.

CARTESIAN COORDINATES (ANGSTROEM)
O 2.7515 -2.1805 1.7291
C 1.5734 -1.9649 1.5484
C 0.5282 -2.8849 2.0710
C -0.7712 -2.9403 1.5657
C -1.6894 -3.8233 2.1020
C -1.3029 -4.6456 3.1466
F -2.2016 -5.4996 3.6721
C -0.0186 -4.6203 3.6625
C 0.8913 -3.7405 3.1129
C 1.0775 -0.7302 0.8276
C 0.3290 0.1792 1.8233
C 0.3102 1.6240 1.2971
N 0.3545 1.6718 -0.1480
S -1.0588 1.1891 -0.9150
O -2.1524 1.5924 -0.0820
O -1.0173 -0.1877 -1.3413
C -0.9903 2.2345 -2.3643
C -1.0536 3.6023 -2.1811
C -0.9893 4.4349 -3.2853
C -0.8608 3.8899 -4.5544
C -0.8003 2.5164 -4.7258
C -0.8658 1.6801 -3.6225
C 1.5770 1.1360 -0.7216
C 2.2076 0.0602 0.1704
H -1.0746 -2.3177 0.7384
H -2.6962 -3.8827 1.7199
H 0.2495 -5.2802 4.4723
H 1.9043 -3.6950 3.4837
H 0.3879 -1.0364 0.0364
H -0.6931 -0.1778 1.9493
H 0.8233 0.1540 2.7973
H -0.6077 2.1269 1.6009
H 1.1665 2.1928 1.6685
H -1.1598 3.9888 -1.1804
H -1.0402 5.5056 -3.1591
H -0.8112 4.5406 -5.4147
H -0.7042 2.0968 -5.7157
H -0.8300 0.6061 -3.7183
H 1.3108 0.7131 -1.6926
H 2.2754 1.9650 -0.8861
H 2.8377 0.5095 0.9393
H 2.8337 -0.6024 -0.4267

Forces on the atoms, in the same order (eV/Å):
0.0370 0.0365 0.0522
-0.1636 0.2292 -0.2925
-0.0143 -0.3947 0.2529
0.2510 -0.0064 0.1278
-0.1312 -0.2084 0.1526
0.0916 0.1265 -0.1145
0.0821 0.0857 -0.0524
-0.1865 -0.0800 0.0036
-0.0659 0.1229 -0.1316
0.4919 -0.0069 0.0197
-0.0115 0.0655 -0.1259
-0.3562 -0.0502 0.5523
-1.0894 -0.1426 -0.5050
0.3272 0.4173 -0.2018
0.0228 0.2426 0.1589
0.0885 0.1630 -0.2572
0.0271 -0.4282 0.3312
-0.0436 0.1809 0.0170
-0.0245 -0.0280 0.1317
0.0057 -0.0516 -0.0692
-0.0122 0.0477 -0.0061
-0.0195 -0.2152 0.0216
0.5339 -0.0291 -0.3532
-0.2981 -0.1613 -0.0301
-0.0332 0.1261 -0.0748
-0.0999 -0.0287 -0.0239
-0.0007 -0.0680 0.0820
0.0709 -0.0023 0.0198
0.0644 -0.0536 0.1678
-0.0077 0.0100 0.1002
-0.0438 -0.0248 0.0489
0.1871 0.0463 0.2001
-0.0688 0.0054 -0.0679
0.0079 0.1625 0.1017
-0.0082 0.0803 0.0291
0.0105 0.0531 -0.0683
0.0073 -0.0437 -0.0697
0.0237 -0.1140 -0.0709
0.2646 -0.0002 -0.0178
-0.0599 -0.1074 -0.0591
0.0715 -0.0298 -0.0161
0.0721 0.0734 0.0371

Results
- Frontier orbital gap: 9.88 eV
- ΔE to the lowest compared entry with this formula, charge and spin: 0.372 eV
- Electronic energy: -40143.2332 eV
- LUMO energy: 0.52 eV



# 4
DFT (wB97M-V/def2-TZVPD) results for a molecular structure, C18H18IN4O5W.

CARTESIAN COORDINATES (ANGSTROEM)
W -0.7891 0.7932 0.2853
N -1.5317 2.6100 -0.7864
C -2.6062 3.3106 -0.0593
C -2.3160 3.1513 1.4138
O -2.7691 3.8420 2.2795
N -1.4343 2.0846 1.6484
C -0.8802 1.9907 2.9888
C 0.4552 1.2782 2.8647
O 1.2516 1.1235 3.7257
O 0.6357 0.8098 1.5877
H -1.8337 2.3374 -1.7197
H -0.7173 3.2152 -0.8932
H -2.6656 4.3657 -0.3168
H -3.5574 2.8315 -0.2937
H -0.7545 2.9789 3.4302
H -1.5155 1.4103 3.6606
C 1.9250 2.3917 -3.0306
C 2.1238 0.9257 -2.7982
N 3.0248 0.2869 -3.5193
C 3.2197 -1.0215 -3.3223
C 2.5326 -1.7799 -2.3982
C 2.8138 -3.2548 -2.2454
O 3.1205 -3.6177 -0.9068
C 1.5664 -1.1210 -1.6163
C 0.8153 -1.8350 -0.6039
N -0.0617 -1.2526 0.1193
C -0.8415 -1.7856 1.1663
C -0.8981 -3.0415 1.7436
C -1.8276 -3.1911 2.7618
C -2.6436 -2.1306 3.1646
C -2.5572 -0.8762 2.5732
C -1.6268 -0.7154 1.5589
I -2.9098 -0.1310 -1.2130
C 1.3681 0.2415 -1.8289
O 0.4614 0.9629 -1.1364
H 2.6377 2.7301 -3.7768
H 2.0752 2.9591 -2.1102
H 0.9151 2.5952 -3.3940
H 3.9756 -1.4848 -3.9467
H 3.6110 -3.5419 -2.9339
H 1.9327 -3.8382 -2.5185
H 4.0179 -3.3384 -0.6964
H 1.0240 -2.8877 -0.4431
H -0.2669 -3.8631 1.4322
H -1.9278 -4.1483 3.2547
H -3.3607 -2.2959 3.9579
H -3.2113 -0.0741 2.8911

Forces on the atoms, in the same order (eV/Å):
-0.1722 -0.0584 0.0566
0.0043 0.0146 -0.0316
0.0074 0.0108 0.0270
0.0217 0.0010 -0.0440
-0.0058 0.0096 0.0123
-0.0072 -0.0221 0.0168
0.0344 0.0256 -0.0262
-0.0231 0.0190 0.0493
-0.0071 -0.0112 -0.0081
0.0403 -0.0011 0.0102
-0.0087 0.0030 0.0014
0.0023 -0.0044 -0.0002
-0.0034 -0.0017 -0.0035
-0.0001 -0.0080 0.0009
0.0088 0.0015 -0.0028
0.0024 -0.0170 -0.0084
-0.0105 -0.0022 0.0027
0.0127 0.0012 -0.0091
-0.0164 -0.0006 0.0189
0.0274 -0.0249 -0.0188
-0.0217 0.0292 0.0118
0.0001 0.0018 0.0018
0.0048 0.0007 -0.0028
-0.0088 0.0079 0.0076
0.0155 -0.0041 -0.0145
0.0038 -0.0248 -0.0167
-0.0070 0.0563 0.0166
0.0081 0.0034 -0.0236
-0.0114 0.0029 0.0097
-0.0122 -0.0134 0.0158
0.0175 0.0028 -0.0278
0.0247 -0.0156 0.0171
0.0177 0.0025 -0.0099
-0.0126 -0.0060 -0.0215
0.0674 0.0207 -0.0115
0.0004 0.0020 0.0001
0.0042 -0.0010 -0.0004
0.0010 -0.0006 0.0005
-0.0005 0.0051 0.0002
-0.0009 -0.0048 0.0012
0.0011 -0.0005 -0.0038
0.0001 -0.0023 0.0016
0.0008 0.0002 0.0041
-0.0009 -0.0013 0.0029
0.0042 -0.0021 -0.0035
-0.0012 0.0066 -0.0015
-0.0012 -0.0003 0.0031

Results
- Frontier orbital gap: 6.87 eV
- Net charge: +1
- ΔE to the lowest compared entry with this formula, charge and spin: 0.000 eV
- Electronic energy: -45078.9238 eV
- LUMO energy: -5.14 eV



> Among the records above, which one has the highest ΔE to the lowest compared entry with this formula, charge and spin?

C18H18FIN2Tc